[1]
This record from the Open Molecules 2025 dataset describes a single C5H13NO molecule at a distorted geometry. The level of theory is ωB97M-V/def2-TZVPD.

The geometry in XYZ format:
```
20
Properties=species:S:1:pos:R:3:forces:R:3
O 1.529490 -1.122188 0.885628 -0.059 -0.113 0.383
N -2.598330 -0.588817 -0.315844 0.607 -0.595 0.174
C -1.171855 -1.068757 -0.238357 -1.799 0.793 -0.392
C 1.208567 -0.383628 -0.269824 -0.758 1.265 -0.447
C -0.576558 1.064410 0.951316 0.039 0.015 -0.346
C -0.296909 0.166466 -0.245933 1.853 -1.203 0.266
C 2.199241 0.758559 -0.491760 -0.026 -0.436 0.032
H -0.372341 0.549017 1.888031 0.023 -0.077 0.141
H -0.918263 -1.725378 -1.084090 0.065 0.020 0.247
H -1.058523 -1.612527 0.700806 0.080 -0.017 -0.110
H -1.630884 1.326605 0.948435 -0.021 0.074 0.089
H -0.450075 0.724470 -1.174333 -0.014 -0.028 -0.038
H 0.017980 1.974696 0.910493 0.012 0.092 0.058
H 3.209861 0.360384 -0.561059 0.080 0.016 0.008
H -3.248461 -1.347709 -0.142615 0.054 0.084 -0.154
H 2.166647 1.465355 0.335483 -0.004 0.101 0.056
H -2.794453 -0.199557 -1.233222 0.028 -0.176 0.090
H 1.502107 -0.523230 1.640976 0.037 -0.058 -0.016
H 1.311505 -1.103714 -1.089435 -0.169 0.125 0.044
H 1.971253 1.285543 -1.414695 -0.028 0.119 -0.085
```
Positions in Å, forces in eV/Å.

Computed properties:
**Maximum force**: 0.04328 Eh/bohr
**SMILES string**: C[C@H](CN)[C@@H](C)O
**Relative energy (zero: lowest compared OMol25 entry of this formula, charge and spin)**: 0.682 eV
**E_LUMO**: 0.038 Eh
**Electronic energy**: -8933.329 eV
**M**: 103.2 g/mol

Results of the Mulliken charge analysis, in e, for atoms 1 through 4: -0.556, -0.543, -0.805, -0.048

[2]
This record from the Open Molecules 2025 dataset describes 2 unconnected molecules or ions with the total composition C5H13NO at a distorted geometry. The level of theory is ωB97M-V/def2-TZVPD.

The geometry in XYZ format:
```
20
Properties=species:S:1:pos:R:3:forces:R:3
O 0.923972 -1.865795 -3.610909 -1.901 0.073 -1.847
N -1.142744 -0.472983 0.055848 2.780 -2.361 0.934
C 0.367087 -0.371476 0.706427 -2.098 -0.536 -3.688
C -1.536428 -1.966686 -0.198420 0.920 0.758 1.632
C 0.321166 0.817614 1.614259 -0.512 3.068 1.342
C -0.243240 2.244907 1.043420 3.116 -1.578 -0.107
C 0.698597 3.283731 0.710416 -1.454 -2.546 1.037
H 0.416572 4.301199 0.740467 -0.341 1.027 -0.222
H -0.728543 -2.485467 -0.683204 0.054 0.136 -1.676
H -0.304641 0.606436 2.546177 0.641 0.201 -1.336
H 1.729195 3.023430 0.536014 0.252 -0.027 -0.071
H -2.564730 -2.144295 -0.606054 1.209 0.502 0.348
H 1.249823 -0.367596 -0.056266 -1.827 0.747 0.782
H -1.345989 -2.543161 0.737418 -1.158 0.906 0.132
H -1.070366 0.013091 -0.834296 -0.157 -0.092 -0.125
H -1.296634 2.406919 0.864966 -0.250 -0.104 0.189
H 1.341453 -1.433142 -2.900688 1.291 -0.244 1.136
H 0.665164 -1.256441 1.240494 -0.743 -0.403 0.730
H 1.365991 0.976750 1.937170 -0.448 0.307 0.076
H 1.154295 -2.767034 -3.843240 0.624 0.169 0.734
```
Positions in Å, forces in eV/Å.

Computed properties:
**Maximum force**: 0.08318 Eh/bohr
**Relative energy (zero: lowest compared OMol25 entry of this formula, charge and spin)**: 4.588 eV
**E_LUMO (spin up / spin down)**: -0.195 / -0.326 Eh
**Electronic energy**: -8921.163 eV
**Spin multiplicity**: 2
**M**: 103.2 g/mol
**Total charge**: +1

Results of the Mulliken charge analysis, in e, for atoms 1 through 4: -0.633, -0.361, -0.517, -0.868